(1)
Entry from OMol25: a molecular structure, C10H15FeN4OS2 (ωB97M-V/def2-TZVPD).

```
33
Properties=species:S:1:pos:R:3:lowdin_charge:R:1
Fe -0.241 0.451 0.634 0.622
C -3.088 -1.922 -1.753 -0.009
C -1.912 -1.282 -1.094 -0.251
N -1.912 -0.759 0.069 -0.083
N -3.057 -0.751 0.809 0.003
C -3.061 0.218 1.689 -0.820
N -4.112 0.306 2.516 0.090
S -1.851 1.492 1.856 0.595
C -0.614 -1.160 -1.816 -0.201
C -0.318 -1.912 -2.936 0.012
C 0.903 -1.734 -3.567 -0.020
C 1.793 -0.802 -3.066 -0.030
C 1.428 -0.086 -1.939 -0.097
N 0.252 -0.255 -1.330 0.026
H -3.977 -1.763 -1.153 0.073
H -2.932 -2.998 -1.863 0.097
H -3.235 -1.504 -2.751 0.097
H -4.878 -0.336 2.408 0.113
H -4.207 1.097 3.125 0.089
H -1.038 -2.630 -3.304 0.120
H 1.156 -2.317 -4.443 0.123
H 2.751 -0.626 -3.535 0.117
H 2.085 0.659 -1.510 0.106
C 4.123 1.109 1.967 -0.221
S 2.684 1.983 1.373 0.926
C 2.185 2.832 2.858 -0.227
O 1.645 0.882 1.181 -0.650
H 4.061 0.937 3.039 0.066
H 5.004 1.696 1.714 0.067
H 4.137 0.164 1.427 0.066
H 2.819 3.709 2.986 0.074
H 2.255 2.161 3.712 0.071
H 1.153 3.141 2.695 0.058
```

net charge = +1
relative energy (zero: lowest compared OMol25 entry of this formula, charge and spin) = 0.00 kJ/mol
E = -2744.22181 hartree
HOMO-LUMO gap (spin up / spin down) = 7.90 / 7.69 eV
2S+1 = 5
highest occupied orbital energy (spin up / spin down) = -0.40746 / -0.40926 Eh

***

(2)
Entry from OMol25: a molecular structure, C37H38BMnN8S (ωB97M-V/def2-TZVPD).

```
86
Properties=species:S:1:pos:R:3:lowdin_charge:R:1
Mn -0.304 0.877 -0.606 0.807
C 1.522 3.167 3.944 -0.008
C 1.735 2.738 2.531 -0.284
C 2.606 3.246 1.648 0.035
C 2.492 2.487 0.376 -0.299
N 1.385 1.502 0.641 -0.037
N 0.981 1.705 2.000 0.052
B -0.373 1.192 2.455 -0.489
N -1.524 2.022 1.772 0.052
N -1.602 2.064 0.422 0.025
C -2.589 2.892 0.084 -0.205
C -3.171 3.395 1.249 0.049
C -2.464 2.822 2.297 -0.244
C -2.667 2.997 3.767 -0.004
C -2.943 3.133 -1.329 -0.145
C -2.155 2.665 -2.380 -0.045
C -2.501 2.877 -3.703 -0.068
C -3.659 3.581 -4.003 -0.071
C -4.452 4.063 -2.971 -0.059
C -4.098 3.840 -1.649 -0.017
N -0.570 -0.278 1.964 0.067
N -0.708 -0.507 0.641 -0.018
C -1.018 -1.789 0.455 -0.248
C -1.081 -2.411 1.699 0.044
C -0.790 -1.418 2.630 -0.242
C -0.706 -1.512 4.117 -0.005
C -1.215 -2.318 -0.901 -0.181
C -1.778 -3.573 -1.093 -0.021
C -1.950 -4.085 -2.372 -0.072
C -1.566 -3.345 -3.480 -0.064
C -1.011 -2.084 -3.307 -0.051
C -0.839 -1.591 -2.029 -0.073
C 2.583 3.155 -0.955 -0.141
C 3.627 4.034 -1.224 -0.014
C 3.729 4.643 -2.466 -0.058
C 2.792 4.385 -3.459 -0.072
C 1.751 3.505 -3.206 -0.060
C 1.665 2.906 -1.960 -0.040
H 2.268 3.909 4.218 0.088
H 1.600 2.318 4.625 0.091
H 0.531 3.607 4.076 0.073
H 3.269 4.080 1.810 0.115
H -0.488 1.255 3.645 0.120
H -3.986 4.094 1.338 0.116
H -3.516 3.654 3.939 0.087
H -1.790 3.436 4.244 0.074
H -2.866 2.042 4.254 0.088
H -1.228 2.137 -2.182 0.050
H -1.870 2.505 -4.500 0.108
H -3.938 3.753 -5.034 0.110
H -5.355 4.615 -3.198 0.112
H -4.733 4.213 -0.855 0.113
H -1.313 -3.442 1.911 0.116
H -0.858 -2.543 4.429 0.083
H -1.467 -0.893 4.595 0.087
H 0.266 -1.174 4.476 0.091
H -2.099 -4.149 -0.233 0.116
H -2.392 -5.065 -2.502 0.109
H -1.699 -3.743 -4.477 0.111
H -0.699 -1.503 -4.164 0.115
H -0.341 -0.622 -1.956 0.061
H 4.367 4.235 -0.458 0.120
H 4.547 5.326 -2.661 0.111
H 2.870 4.869 -4.424 0.110
H 1.013 3.295 -3.970 0.106
H 0.847 2.222 -1.770 0.043
C 2.339 -6.141 2.532 -0.001
C 2.074 -5.647 1.148 -0.271
C 1.718 -6.430 0.096 0.025
C 1.502 -5.799 -1.151 -0.297
N 1.620 -4.498 -1.328 0.119
C 1.971 -3.704 -0.288 -0.803
S 2.152 -2.047 -0.391 0.697
N 2.186 -4.317 0.931 0.099
C 1.107 -6.605 -2.349 -0.011
H 2.385 -7.227 2.549 0.090
H 1.543 -5.819 3.207 0.094
H 3.283 -5.744 2.910 0.095
H 1.616 -7.499 0.212 0.122
H 2.465 -3.699 1.680 0.136
H 1.280 -7.670 -2.199 0.081
H 1.660 -6.257 -3.220 0.092
H 0.046 -6.447 -2.554 0.079
C 2.776 1.025 0.483 -0.053
H 2.945 0.457 -0.422 0.054
H 3.258 0.656 1.378 0.132
```

net charge = +1
relative energy (zero: lowest compared OMol25 entry of this formula, charge and spin) = 218.45 kJ/mol
E = -3444.67063 hartree
HOMO-LUMO gap (spin up / spin down) = 6.92 / 7.45 eV
2S+1 = 4
highest occupied orbital energy (spin up / spin down) = -0.36192 / -0.36401 Eh

***

(3)
Entry from OMol25: 2 unconnected molecules or ions with the total composition CH5N3 at a distorted geometry (ωB97M-V/def2-TZVPD).

```
9
Properties=species:S:1:pos:R:3:lowdin_charge:R:1
C -2.427 -0.239 -0.007 -0.183
N 2.716 0.741 -0.212 -0.041
N 2.372 -0.353 0.218 -0.041
N -1.432 0.461 0.137 0.007
H -0.580 0.051 0.293 -0.022
H -2.312 -1.375 0.208 0.088
H -3.420 0.303 -0.349 0.094
H 1.854 1.322 -0.438 0.058
H 3.229 -0.910 0.150 0.041
```

relative energy (zero: lowest compared OMol25 entry of this formula, charge and spin) = 359.03 kJ/mol
SMILES string = [H]/N=N/[H].C=N
E = -205.25435 hartree
HOMO-LUMO gap = 10.33 eV
highest occupied orbital energy = -0.35026 Eh

***

(4)
Entry from OMol25: 2 unconnected molecules or ions with the total composition C2H2N2O at a distorted geometry (ωB97M-V/def2-TZVPD).

```
7
Properties=species:S:1:pos:R:3:lowdin_charge:R:1
C -0.256 -0.936 -0.296 0.075
C 0.066 0.193 -0.264 -0.336
N 3.441 0.351 0.229 0.027
N 3.433 -0.607 -0.294 0.043
O 0.402 1.456 -0.217 0.034
H -0.607 -1.976 -0.283 0.044
H 1.319 1.676 -0.510 0.113
```

relative energy (zero: lowest compared OMol25 entry of this formula, charge and spin) = 154.61 kJ/mol
SMILES string = C#CO.N#N
E = -262.10503 hartree
HOMO-LUMO gap = 10.46 eV
highest occupied orbital energy = -0.35630 Eh

***

> What is the relative energy (zero: lowest compared OMol25 entry of this formula, charge and spin) in the fourth record?

154.61 kJ/mol